This record from OMol25 describes one molecule with the formula C4H3N5O6 at a distorted geometry. The level of theory is the ωB97M-V functional and the def2-TZVPD basis.

Structure (ORCA input):
```
! RIJCOSX wB97M-V def2-TZVPD def2/J DEFGRID3
* xyz 0 1
C 1.1458 -1.5790 1.5620
C 2.2520 -2.2270 0.9445
C 1.0529 -0.4240 0.8378
C -1.5011 1.0891 -0.5709
N 2.9054 -1.4912 0.0718
N 2.0816 -0.4381 -0.0505
N -2.9572 1.0818 -0.8916
N -0.5768 1.7966 -1.4035
N -1.1169 0.3329 0.4192
O -3.3243 2.1635 -1.2025
O -3.4694 -0.0103 -0.8938
O 0.5475 2.0430 -1.0543
O -1.0469 2.1429 -2.5160
O -1.7141 -0.4502 1.0659
O 0.2445 0.6143 0.7648
H 0.3736 -1.9590 2.2248
H 2.7066 -3.1214 1.2915
H 2.3968 0.4361 -0.5993
*
```

Values from the calculation:
ΔE to the lowest compared entry with this formula, charge and spin (kcal/mol): 0.0
HOMO energy (eV): -10.1494
Lowest unoccupied orbital energy (eV): -1.9
Gap between HOMO and LUMO (Ha): 0.302
SMILES: O=[N+]([O-])C([N+](=O)[O-])=[N+]([O-])Oc1ccn[nH]1



This record from OMol25 describes an isolated ion of composition C4H5ClNS and charge +1 at a distorted geometry. The level of theory is the ωB97M-V functional and the def2-TZVPD basis.

Structure (ORCA input):
```
! RIJCOSX wB97M-V def2-TZVPD def2/J DEFGRID3
* xyz 1 1
C -1.4299 0.5794 1.1213
C -1.9710 -0.5073 0.5085
C 0.1793 0.7021 0.6467
C 1.5464 -0.3213 -1.0313
N 0.3001 -0.2848 -0.2755
S -1.0119 -1.1538 -0.8042
Cl 1.4355 1.5935 1.3203
H -1.8130 1.2053 1.8096
H -2.8927 -0.8648 0.7017
H 2.4889 -0.5887 -0.5050
H 1.4060 -0.9800 -2.0140
H 1.7622 0.6203 -1.4781
*
```

Values from the calculation:
ΔE to the lowest compared entry with this formula, charge and spin (kcal/mol): 27.3
HOMO energy (eV): -14.3756
Lowest unoccupied orbital energy (eV): -5.0
Gap between HOMO and LUMO (Ha): 0.345



This record from OMol25 describes an isolated ion of composition C3H10NO and charge +1 at a distorted geometry. The level of theory is the ωB97M-V functional and the def2-TZVPD basis.

Structure (ORCA input):
```
! RIJCOSX wB97M-V def2-TZVPD def2/J DEFGRID3
* xyz 1 1
C -0.2807 1.0194 0.4377
C 0.3328 0.2735 -0.6948
C 1.3294 -0.8205 -0.3300
O -0.7952 -0.2291 -1.4218
N -1.2303 0.0311 1.1707
H 0.5768 1.3844 1.0683
H -0.6844 1.9287 0.0906
H 0.7361 1.0355 -1.2871
H 0.9398 -1.7880 0.0269
H 2.0806 -0.2946 0.4409
H 1.8558 -0.9279 -1.3914
H -0.4431 -0.7407 -2.2234
H -1.5257 0.1639 2.1455
H -0.6846 -0.7842 1.2209
H -2.2072 -0.2514 0.7471
*
```

Values from the calculation:
ΔE to the lowest compared entry with this formula, charge and spin (kcal/mol): 32.1
HOMO energy (eV): -15.0637
Lowest unoccupied orbital energy (eV): -3.8
Gap between HOMO and LUMO (Ha): 0.415
SMILES: C[C@@H](O)C[NH3+]



This record from OMol25 describes C37H41BN12O2SeSiTa as an isolated structure at a distorted geometry. The level of theory is the ωB97M-V functional and the def2-TZVPD basis.

Structure (ORCA input):
```
! RIJCOSX wB97M-V def2-TZVPD def2/J DEFGRID3
* xyz 2 2
Ta -0.2635 -0.7061 0.4466
O -3.0244 -1.2864 -2.6009
C -2.0353 -1.1769 -1.9266
N -1.8556 -1.5335 -0.5964
C -2.5250 -2.6450 -0.0321
C -3.7453 -3.1486 -0.4562
C -4.2511 -4.2938 0.1419
C -3.5535 -4.9042 1.1696
C -2.3321 -4.3992 1.5969
C -1.7949 -3.2729 0.9767
N -0.5309 -2.6623 1.2405
C 0.3500 -3.2387 2.1088
O 0.2066 -4.2540 2.7533
C 1.6391 -2.4925 2.2318
C 2.6604 -3.0359 2.9893
C 3.8575 -2.3521 3.0830
C 3.9884 -1.1518 2.3983
C 2.9219 -0.6769 1.6641
N 1.7488 -1.3264 1.5898
C -0.7480 -0.5967 -2.5052
C -0.7823 0.0898 -3.6479
C 0.2439 0.9383 -4.3485
C 1.6225 1.2272 -3.6932
C 1.8462 0.7321 -2.2936
N 0.2812 -0.9321 -1.6219
H -4.2854 -2.6515 -1.2473
H -5.1931 -4.7038 -0.1993
H -3.9527 -5.7889 1.6485
H -1.7978 -4.8872 2.3915
H 2.4820 -3.9807 3.4841
H 4.6758 -2.7464 3.6725
H 4.9075 -0.5819 2.4332
H 2.9896 0.2448 1.1153
H -1.7692 0.1385 -4.1007
H 0.3079 0.6947 -5.4082
H 2.4572 1.2521 -4.3906
H 2.8677 0.9359 -1.9801
C 1.6911 2.1811 3.0898
C 1.6502 2.6064 1.6562
C 1.8177 3.9310 1.2278
C 1.6704 3.8928 -0.1303
N 1.4891 2.6139 -0.4983
N 1.4416 1.7910 0.6023
B 0.8641 1.9773 -1.7132
N 1.6130 -0.7295 -2.1249
C 1.8291 -1.5797 -3.3225
C 2.6491 -2.5453 -2.9828
C 3.0397 -2.2972 -1.5775
C 3.9360 -3.1691 -0.7812
N 2.4908 -1.2480 -1.0987
N -0.6460 1.9948 -1.4451
C -1.4757 2.9928 -1.8006
C -2.6931 2.7894 -1.2085
C -2.5478 1.6246 -0.4480
C -3.6068 0.9809 0.3810
N -1.2929 1.1685 -0.5711
N 1.0907 2.5909 -3.2636
C 1.6807 3.8573 -3.6330
C 0.9836 4.3296 -4.7305
C -0.0109 3.4336 -5.0995
C -0.9609 3.4559 -6.2400
N -0.0570 2.4048 -4.1513
H 2.4800 2.7213 3.6158
H 0.7410 2.4240 3.5665
H 1.8521 1.1176 3.2049
H 2.0065 4.7964 1.8440
H 1.6798 4.6872 -0.8626
H 1.2519 -1.4126 -4.2178
H 2.9743 -3.3783 -3.5896
H 4.7022 -3.6083 -1.4177
H 4.3964 -2.6263 0.0422
H 3.3441 -3.9911 -0.3662
H -1.1507 3.8023 -2.4357
H -3.5848 3.3871 -1.3130
H -4.5849 1.2977 0.0223
H -3.5526 -0.1043 0.3470
H -3.5115 1.2900 1.4233
H 2.5268 4.2501 -3.0930
H 1.1774 5.2657 -5.2341
H -0.9636 4.4386 -6.7043
H -0.6818 2.7255 -7.0049
H -1.9737 3.2115 -5.9134
C -1.6094 1.7904 5.3043
Si -1.6561 -0.0048 4.8978
C -3.2993 -0.8137 4.8111
C -0.2161 -1.0430 5.3859
Se -1.1146 0.1415 2.4777
H -2.2373 2.0106 6.1729
H -1.9835 2.3651 4.4558
H -0.5935 2.1194 5.5283
H -3.7489 -0.8843 5.8073
H -3.2047 -1.8208 4.4019
H -3.9735 -0.2431 4.1702
H -0.2396 -1.2872 6.4538
H 0.7192 -0.5202 5.1730
H -0.2317 -1.9789 4.8225
*
```

Values from the calculation:
ΔE to the lowest compared entry with this formula, charge and spin (kcal/mol): 173.1
HOMO energy (alpha / beta) (eV): -12.1269 / -12.2331
Lowest unoccupied orbital energy (alpha / beta) (eV): -5.9 / -5.9
Gap between HOMO and LUMO (alpha / beta) (Ha): 0.227 / 0.231
<S²>: 0.77



This record from OMol25 describes one molecule with the formula C2H6N2O at a distorted geometry. The level of theory is the ωB97M-V functional and the def2-TZVPD basis.

Structure (ORCA input):
```
! RIJCOSX wB97M-V def2-TZVPD def2/J DEFGRID3
* xyz 0 1
C -2.3761 0.0992 -0.2298
C -0.0088 0.0306 0.5606
N 2.2413 0.0336 -0.4208
N 1.1859 0.6492 0.2987
O -1.0492 0.4838 -0.0935
H -2.6334 -0.6087 0.4053
H -2.9004 0.9967 -0.4959
H -0.3119 -0.7208 1.2854
H 1.8623 -0.8506 -0.7458
H 3.0535 -0.0210 0.1508
H 0.9549 1.4682 -0.1998
*
```

Values from the calculation:
ΔE to the lowest compared entry with this formula, charge and spin (kcal/mol): 141.3
HOMO energy (alpha / beta) (eV): -7.5749 / -6.6970
Lowest unoccupied orbital energy (alpha / beta) (eV): 0.7 / 0.6
Gap between HOMO and LUMO (alpha / beta) (Ha): 0.304 / 0.267



This record from OMol25 describes C60H63F2IN7O16S2 as an isolated structure at a distorted geometry. The level of theory is the ωB97M-V functional and the def2-TZVPD basis.

Structure (ORCA input):
```
! RIJCOSX wB97M-V def2-TZVPD def2/J DEFGRID3
* xyz 1 1
C -2.1625 2.0257 -1.0126
C -1.5835 2.3753 0.3927
S 0.1960 2.0228 0.5209
C 0.2600 0.4127 1.4320
C 1.4621 -0.4332 1.0085
O 2.5928 -0.2960 1.8340
C 2.8481 1.0464 2.1708
O 3.2738 1.8204 1.3486
C 2.5382 1.4534 3.5704
C 2.8216 0.6592 4.6628
C 2.4602 1.1053 5.9066
C 1.8323 2.3110 6.0667
C 1.5438 3.1134 4.9827
C 1.9106 2.6622 3.7414
N 1.8165 -0.2024 -0.4162
C 1.5516 -1.1744 -1.2289
S 1.8594 -0.9733 -2.9280
C 0.8917 -2.3968 -0.5239
C 1.1625 -3.8225 -1.0764
C 2.3908 -3.9908 -2.0108
F 1.3267 -4.7469 -0.0490
C -0.6038 -2.1368 -1.0012
F -0.9235 -0.7865 -0.9630
C -1.6742 -3.0443 -0.3572
C -2.8058 -2.2427 0.3059
C 1.3053 -2.0093 0.9207
I 3.4832 -2.5806 0.9370
C 0.8602 -2.7604 2.1838
C -0.5659 -2.5305 2.6997
O -0.4897 -2.6991 4.1396
C -1.0493 -1.6223 4.8165
O -0.3186 -0.9337 5.4958
C -2.5564 -1.3912 4.7132
C -3.2705 -2.7669 4.9471
H -2.9163 2.7584 -1.3106
H -1.3584 1.9917 -1.7520
H -2.6347 1.0399 -0.9866
H -2.1598 1.8071 1.1277
H -1.7624 3.4394 0.5559
H -0.7094 -0.0534 1.2619
H 0.3058 0.6752 2.4941
H 3.2932 -0.3064 4.5098
H 2.6637 0.4711 6.7622
H 1.5348 2.6116 7.0663
H 1.0242 4.0540 5.1146
H 1.6589 3.2889 2.8897
H 2.2079 0.6573 -0.7844
H 2.6170 0.1517 -3.0067
H 0.3261 -4.2177 -1.6583
H 2.7703 -5.0003 -1.8432
H 3.1553 -3.2334 -1.8770
H 2.0247 -3.9818 -3.0456
H -0.5789 -2.3854 -2.0717
H -2.1398 -3.6236 -1.1621
H -1.1878 -3.7777 0.2924
H -2.4169 -1.4088 0.9030
H -3.4246 -2.8376 0.9800
H -3.4019 -1.7648 -0.4765
H 1.0255 -3.8372 2.1316
H 1.5202 -2.4181 2.9881
H -1.3050 -3.2602 2.3576
H -0.9692 -1.5320 2.5257
H -2.8185 -0.6865 5.4995
H -2.7570 -0.9979 3.7121
H -3.9732 -2.6706 5.7761
H -2.5692 -3.5781 5.1364
H -3.8446 -2.9920 4.0434
C -6.1347 -5.7639 -2.7668
C -5.9626 -6.2153 -1.4633
C -5.8745 -5.3073 -0.4215
C -5.9654 -3.9528 -0.6999
C -6.1307 -3.4889 -1.9936
C -6.2138 -4.4031 -3.0315
N -5.8939 -2.9892 0.4052
O -5.7220 -3.4263 1.5288
O -6.0024 -1.8099 0.1386
H -6.2083 -6.4763 -3.5786
H -5.9002 -7.2758 -1.2603
H -5.7405 -5.6603 0.5909
H -6.1958 -2.4328 -2.2059
H -6.3441 -4.0525 -4.0465
C -0.7717 -0.6914 -6.9103
C -0.7269 -0.7681 -5.5247
C -1.8695 -1.0574 -4.8067
C -3.0557 -1.2764 -5.4760
C -3.1286 -1.1991 -6.8554
C -1.9759 -0.9030 -7.5742
N -4.2466 -1.6080 -4.6851
O -4.1123 -1.6410 -3.4734
O -5.2832 -1.8334 -5.2710
H 0.1265 -0.4712 -7.4707
H 0.1980 -0.6016 -4.9923
H -1.8248 -1.1129 -3.7274
H -4.0610 -1.3666 -7.3753
H -2.0163 -0.8423 -8.6529
C 5.8905 4.6683 -0.3335
C 6.9660 4.8684 -1.1942
C 7.1028 4.0849 -2.3335
C 6.1506 3.1129 -2.5919
C 5.0870 2.9052 -1.7402
C 4.9547 3.6812 -0.6092
N 6.2346 2.2790 -3.7940
O 7.1666 2.4328 -4.5462
O 5.3297 1.4703 -3.9567
H 5.7844 5.2842 0.5503
H 7.6943 5.6374 -0.9784
H 7.9376 4.2422 -3.0014
H 4.3523 2.1424 -1.9518
H 4.1146 3.5134 0.0477
C 0.3974 7.3328 -0.7094
C 1.2402 6.4524 -1.3756
C 2.5933 6.7327 -1.4813
C 3.0856 7.8940 -0.9121
C 2.2577 8.7837 -0.2514
C 0.9051 8.4987 -0.1517
N 4.5241 8.1811 -1.0022
O 5.2176 7.3853 -1.6062
O 4.9346 9.1877 -0.4659
H -0.6586 7.1096 -0.6241
H 0.8423 5.5453 -1.8114
H 3.2480 6.0468 -2.0003
H 2.6511 9.6901 0.1857
H 0.2466 9.1844 0.3639
C -5.9679 -0.6304 9.8209
C -4.6145 -0.3485 9.9487
C -4.0326 0.6326 9.1622
C -4.8173 1.3256 8.2560
C -6.1664 1.0491 8.1140
C -6.7416 0.0649 8.9016
N -4.2074 2.3820 7.4365
O -3.0166 2.5849 7.5713
O -4.9278 2.9914 6.6725
H -6.4213 -1.3935 10.4405
H -4.0128 -0.8919 10.6646
H -2.9791 0.8495 9.2645
H -6.7724 1.5905 7.4019
H -7.7952 -0.1576 8.8014
C 6.6481 -2.2446 -5.7467
C 6.2854 -3.2017 -6.6882
C 4.9605 -3.3243 -7.0816
C 4.0149 -2.4798 -6.5258
C 4.3628 -1.5298 -5.5857
C 5.6831 -1.4124 -5.1950
N 2.6118 -2.5816 -6.9455
O 2.3210 -3.4319 -7.7549
O 1.8144 -1.7987 -6.4506
H 7.6830 -2.1467 -5.4455
H 7.0361 -3.8507 -7.1181
H 4.6817 -4.0692 -7.8129
H 3.6181 -0.8774 -5.1542
H 5.9549 -0.6700 -4.4608
*
```

Values from the calculation:
HOMO energy (eV): -11.5160
Lowest unoccupied orbital energy (eV): -3.5
Gap between HOMO and LUMO (Ha): 0.294